[1]
Formula: C10H18N3OSi
Source: the Open Molecules 2025 dataset
Level of theory: wB97M-V/def2-TZVPD

Each line ends with the Mulliken charge.
Atoms and positions in Å:
C (-0.309, -3.397, -1.651)  -1.185
C (-0.684, -2.820, -0.306)  -0.222
O (-0.141, -1.549, 0.083)  -0.279
C (1.258, -1.697, 0.503)  -0.903
C (1.694, -0.295, 1.056)  -0.883
Si (1.265, 1.183, -0.016)  0.507
C (2.311, 2.606, 0.603)  -1.272
C (1.317, 1.453, -1.914)  -1.273
C (-0.598, 1.514, 0.483)  -0.079
N (-1.595, 0.712, -0.107)  0.133
C (-2.763, 0.903, 0.595)  0.605
C (-4.004, 0.146, 0.405)  -0.029
N (-4.971, -0.470, 0.355)  -0.338
C (-2.567, 2.036, 1.340)  -0.591
N (-1.216, 2.281, 1.295)  -0.001
H (-0.568, -2.733, -2.450)  0.299
H (0.752, -3.771, -1.690)  0.329
H (-0.911, -4.339, -1.795)  0.385
H (-0.350, -3.511, 0.482)  0.354
H (-1.844, -2.582, -0.370)  0.219
H (1.209, -2.380, 1.357)  0.412
H (1.849, -2.174, -0.301)  0.443
H (1.401, -0.039, 2.041)  0.533
H (2.770, -0.294, 1.072)  0.456
H (1.899, 3.142, 1.449)  0.382
H (3.243, 2.347, 0.999)  0.388
H (2.613, 3.251, -0.221)  0.345
H (1.459, 2.522, -1.735)  0.323
H (2.233, 1.219, -2.372)  0.454
H (0.580, 1.384, -2.599)  0.469
H (-1.325, 0.044, -0.778)  0.257
H (-3.178, 2.435, 2.105)  0.407
H (-0.828, 2.875, 2.086)  0.352

Atomic forces in eV per Å
0.680 -1.710 0.313
-2.139 0.645 0.168
1.455 -0.301 -0.708
-1.640 0.845 1.138
0.490 -1.254 -2.942
0.048 0.370 -0.359
-0.795 0.286 -0.366
1.603 1.160 3.656
0.239 -2.949 -3.751
1.591 2.216 2.633
-1.362 0.717 -1.355
1.351 0.712 0.242
0.031 0.021 -0.112
-0.042 -2.001 0.540
-1.028 2.967 3.771
0.179 0.366 -0.574
-0.879 0.728 -0.158
0.406 0.963 0.200
-0.914 -0.104 -0.063
2.183 -0.941 0.673
0.329 -0.212 -0.134
0.018 0.786 0.348
-0.681 -0.220 1.136
0.686 0.045 0.088
-0.469 0.548 -0.113
1.561 -1.181 0.620
-0.526 0.449 0.138
-0.284 0.345 -0.480
1.341 -0.868 -0.453
-2.771 -0.809 -1.866
-0.015 -1.294 -0.596
-0.531 0.524 0.317
-0.110 -0.849 -1.951

Values from the calculation:
Charge: +1
Relative energy (zero: lowest compared OMol25 entry of this formula, charge and spin) (eV): 0.000
Electronic energy (eV): -25049.8027
Highest occupied orbital energy (eV): -13.4
Gap between HOMO and LUMO (eV): 10.0



[2]
Formula: C10H18NOSi
Source: the Open Molecules 2025 dataset
Level of theory: wB97M-V/def2-TZVPD

Each line ends with the Mulliken charge.
Atoms and positions in Å:
C (-4.346, 0.355, 1.020)  -1.341
C (-2.926, -0.332, 0.873)  -0.242
C (-1.782, 0.552, 0.271)  -0.581
Si (-0.070, -0.092, 0.670)  0.401
O (0.416, -0.117, 2.178)  -0.576
C (-0.064, -2.061, 0.160)  -0.749
N (1.374, -2.661, 0.136)  -0.304
C (1.374, 0.637, -0.326)  0.393
C (1.039, 1.221, -1.644)  -0.392
C (1.974, 1.840, -2.372)  -0.641
C (3.284, 1.997, -1.898)  -0.372
C (3.644, 1.400, -0.662)  -0.508
C (2.685, 0.773, 0.094)  -0.067
H (-4.793, 0.458, 0.052)  0.366
H (-5.073, -0.396, 1.449)  0.334
H (-4.252, 1.342, 1.473)  0.386
H (-2.608, -0.509, 1.942)  0.200
H (-2.993, -1.220, 0.272)  0.331
H (-2.046, 1.502, 0.835)  0.291
H (-1.858, 0.861, -0.810)  0.320
H (-0.370, 0.065, 2.665)  0.334
H (-0.606, -2.096, -0.812)  0.335
H (-0.511, -2.724, 0.827)  0.442
H (1.919, -2.659, -0.780)  0.371
H (1.233, -3.641, 0.464)  0.393
H (1.940, -2.213, 0.841)  0.300
H (0.008, 1.199, -2.008)  0.153
H (1.748, 2.313, -3.274)  0.453
H (4.120, 2.478, -2.482)  0.329
H (4.669, 1.463, -0.208)  0.319
H (2.868, 0.264, 1.055)  0.324

Atomic forces in eV per Å
0.668 -1.788 -0.648
-0.169 1.056 0.841
-1.124 1.583 0.679
0.794 -0.946 -3.626
0.693 0.007 1.493
0.674 2.287 -1.337
-0.528 -0.976 -1.274
-1.896 1.033 -2.573
-1.139 -1.765 3.056
2.293 0.999 0.123
1.745 -0.845 0.889
1.196 1.053 -0.544
-1.182 -1.512 1.179
0.026 0.527 -0.857
0.946 1.142 0.466
-0.357 -0.340 0.383
-0.258 -0.542 -1.059
-0.258 -0.829 0.232
1.214 -0.475 -0.701
-0.187 -0.664 0.962
-0.679 0.193 1.715
0.942 -0.537 0.385
-1.317 -0.701 1.193
-1.079 0.150 1.389
0.620 0.699 -0.634
0.359 0.411 0.235
0.315 -0.118 0.111
-0.529 0.498 -1.411
-1.372 -0.392 0.558
-1.021 0.092 -0.911
0.608 0.698 -0.315

Values from the calculation:
Charge: +1
Relative energy (zero: lowest compared OMol25 entry of this formula, charge and spin) (eV): 1.726
Electronic energy (eV): -22071.3169
Highest occupied orbital energy (eV): -12.3
Gap between HOMO and LUMO (eV): 9.0



[3]
Formula: C10H18O
Source: the Open Molecules 2025 dataset
Level of theory: wB97M-V/def2-TZVPD

Each line ends with the Mulliken charge.
Atoms and positions in Å:
C (-2.715, -1.263, 1.320)  -0.680
C (-1.194, -0.725, 1.422)  0.116
C (-0.991, 0.505, 2.096)  -1.172
C (0.014, -1.421, 0.748)  0.921
C (1.428, -0.576, 0.962)  -1.061
C (1.190, 1.004, 0.529)  -1.504
C (0.812, 0.975, -1.056)  1.491
C (1.935, 0.626, -1.841)  -1.438
C (-0.397, -0.023, -1.329)  -0.464
C (-0.303, -1.513, -0.833)  -1.397
H (-2.535, -1.753, -0.161)  0.205
H (-2.962, -2.416, 2.251)  0.235
H (-3.870, -0.108, 1.474)  0.250
H (-1.807, 1.053, 2.450)  0.320
H (0.085, 0.846, 2.134)  0.414
H (0.101, -2.544, 1.046)  0.307
H (2.253, -0.959, 0.185)  0.369
H (2.072, -0.487, 1.913)  0.307
H (2.257, 1.525, 0.715)  0.269
H (0.628, 1.617, 1.218)  0.566
H (1.788, -0.697, -2.113)  0.180
H (2.903, 0.884, -1.506)  0.344
H (1.828, 1.248, -2.899)  0.372
H (-0.238, 2.281, -0.391)  0.437
H (-0.498, 0.292, -2.582)  0.222
H (-1.469, 0.375, -0.965)  0.171
H (-0.936, -2.305, -1.138)  0.576
H (0.483, -2.027, -1.580)  0.314
O (0.155, 2.206, -1.519)  -0.670

Atomic forces in eV per Å
0.366 -1.254 -1.624
-1.313 3.107 2.550
1.632 -4.521 -1.996
0.794 -1.437 -0.567
0.685 1.215 -1.542
4.208 -0.822 -1.772
-3.875 0.010 3.228
0.406 -2.984 -6.185
-2.972 0.748 -2.683
3.949 1.361 -1.395
-1.526 1.229 4.457
0.665 3.767 -3.153
3.515 -3.496 -0.453
-0.986 0.737 0.702
-2.801 -0.815 1.390
0.046 2.027 0.052
-2.094 0.615 1.520
-1.859 -0.885 -0.808
-1.897 -1.170 -0.990
-0.202 0.213 -1.229
1.125 4.268 0.607
0.951 -0.085 0.709
0.173 -1.920 2.410
0.925 0.901 -5.503
0.123 -1.909 3.351
2.674 -0.367 -0.416
-2.227 0.080 0.264
-0.069 1.179 2.298
-0.418 0.208 6.777

Values from the calculation:
Relative energy (zero: lowest compared OMol25 entry of this formula, charge and spin) (eV): 12.986
Electronic energy (eV): -12696.4259
Highest occupied orbital energy (eV): -8.9
Gap between HOMO and LUMO (eV): 9.2



[4]
Formula: C10H18O2Si
Source: the Open Molecules 2025 dataset
Level of theory: wB97M-V/def2-TZVPD

Each line ends with the Mulliken charge.
Atoms and positions in Å:
C (1.121, -0.243, 0.745)  -0.700
C (0.046, -0.850, 0.038)  1.221
C (2.114, 0.430, 1.031)  0.228
C (-0.554, -1.963, 0.878)  0.220
C (3.364, 0.915, 1.588)  -1.463
C (-1.102, -1.505, 2.142)  -1.238
C (-2.018, 1.393, 0.919)  -1.259
C (-2.686, -0.900, -1.234)  -1.124
C (-0.765, 1.441, -1.988)  -1.028
C (3.023, -0.051, -2.145)  -0.167
O (-0.444, -3.096, 0.548)  -0.527
O (4.183, -0.312, -1.976)  -0.271
Si (-1.354, 0.346, -0.519)  0.272
H (3.782, 1.514, 0.812)  0.343
H (3.931, 0.035, 1.692)  0.308
H (3.121, 1.358, 2.565)  0.342
H (-1.490, -2.267, 2.867)  0.359
H (-0.370, -0.932, 2.642)  0.410
H (-1.962, -0.803, 2.195)  0.236
H (-2.328, 2.439, 0.736)  0.366
H (-2.965, 0.959, 1.148)  0.362
H (-1.311, 1.518, 1.689)  0.439
H (-2.559, -1.665, -0.534)  0.401
H (-3.634, -0.452, -1.372)  0.405
H (-2.169, -1.173, -2.217)  0.230
H (-0.317, 0.877, -2.810)  0.319
H (-1.709, 1.870, -2.477)  0.296
H (-0.106, 2.316, -1.695)  0.282
H (2.450, 0.351, -1.258)  0.053
H (2.366, -0.285, -3.080)  0.293
H (0.341, -1.265, -0.929)  0.393

Atomic forces in eV per Å
2.960 2.542 -0.080
-1.504 -0.089 -0.465
-2.888 -2.041 -0.046
0.565 1.084 -0.630
-1.726 -0.057 0.079
-2.832 -0.287 2.936
-0.469 1.026 -1.841
3.511 1.972 -1.377
-0.835 1.003 0.108
-6.925 1.561 -1.582
-0.258 -1.871 -0.457
5.323 -1.416 0.503
-0.583 0.712 -1.195
0.810 1.062 0.067
1.247 -0.865 0.473
0.685 0.335 -0.480
0.866 0.012 -0.949
1.164 0.549 0.670
0.446 -0.253 -1.101
0.382 -0.325 -0.744
-0.463 -0.662 1.020
0.620 -0.476 1.354
-0.758 -1.690 0.774
-1.004 0.032 -0.050
-1.065 0.052 1.186
0.283 -0.052 0.255
1.110 -0.370 0.847
-0.695 -1.094 -0.369
0.242 -0.380 -0.517
1.365 0.214 1.505
0.424 -0.229 0.106

Values from the calculation:
Relative energy (zero: lowest compared OMol25 entry of this formula, charge and spin) (eV): 0.452
Electronic energy (eV): -22628.1555
Highest occupied orbital energy (spin up / spin down) (eV): -6.4 / -9.0
Spin multiplicity: 3
Gap between HOMO and LUMO (spin up / spin down) (eV): 7.1 / 6.8



[5]
Formula: C10H19BClN2
Source: the Open Molecules 2025 dataset
Level of theory: wB97M-V/def2-TZVPD

Each line ends with the Mulliken charge.
Atoms and positions in Å:
C (-1.192, -3.480, 1.140)  -0.697
N (0.264, -3.741, 1.249)  -0.013
C (0.819, -5.063, 0.934)  -0.850
C (0.960, -2.654, 0.682)  -0.444
Cl (2.695, -2.844, 0.315)  -0.175
H (-1.791, -4.395, 1.228)  0.363
H (-1.516, -2.824, 1.984)  0.188
H (-1.381, -2.960, 0.166)  0.254
H (0.000, -5.775, 0.818)  0.316
H (1.451, -5.016, 0.007)  0.310
H (1.469, -5.459, 1.744)  0.236
H (0.867, -1.785, 1.326)  0.177
C (1.725, 3.637, -1.610)  -1.215
C (0.296, 3.468, -1.089)  0.708
N (0.165, 2.250, -0.488)  0.151
B (1.528, 1.557, -0.499)  0.109
H (0.485, -2.564, -0.268)  0.339
C (-0.981, 1.747, -0.022)  1.076
C (-1.008, 0.332, 0.459)  -1.396
C (-2.142, 2.508, -0.060)  -0.748
C (-2.022, 3.800, -0.600)  -0.189
C (-0.814, 4.305, -1.149)  -0.927
H (1.994, 4.594, -2.050)  0.447
H (2.396, 3.432, -0.739)  0.292
H (1.869, 2.851, -2.386)  0.345
H (1.668, 0.874, -1.459)  0.037
H (2.114, 1.544, 0.510)  0.032
H (-2.048, 0.165, 0.769)  0.348
H (-0.766, -0.408, -0.316)  0.362
H (-0.375, 0.109, 1.322)  0.330
H (-3.060, 2.069, 0.324)  0.396
H (-2.924, 4.405, -0.639)  0.424
H (-0.746, 5.321, -1.600)  0.413

Atomic forces in eV per Å
0.854 0.220 0.308
-0.296 -1.403 1.461
0.179 -0.144 -0.276
0.159 0.099 -0.030
-0.032 0.056 0.392
0.371 0.160 -0.210
0.223 -0.269 -0.688
-0.333 -0.398 0.492
0.110 0.026 -0.179
-0.771 -0.352 0.638
-0.365 0.440 -0.398
-0.004 0.303 -0.168
-0.767 -0.744 0.255
-0.371 0.455 -0.021
0.804 0.863 -0.542
-1.162 -1.040 -0.153
-0.066 1.228 -1.339
-0.307 -0.589 0.147
-0.660 -0.289 0.305
1.114 0.889 -0.513
-0.110 -0.117 -0.199
-0.072 -0.265 0.207
-0.150 0.032 0.235
-0.001 0.251 -0.520
0.095 0.589 0.330
0.446 0.053 0.186
0.436 0.109 0.156
0.377 -0.332 -0.006
-0.003 0.354 -0.012
0.073 0.339 -0.082
0.132 0.400 -0.180
0.215 0.105 -0.017
-0.115 -1.026 0.423

Values from the calculation:
Charge: +1
Relative energy (zero: lowest compared OMol25 entry of this formula, charge and spin) (eV): 0.000
Electronic energy (eV): -26849.3145
Highest occupied orbital energy (eV): -10.7
Gap between HOMO and LUMO (eV): 6.6



[6]
Formula: C10H19BFNO4
Source: the Open Molecules 2025 dataset
Level of theory: wB97M-V/def2-TZVPD

Each line ends with the Mulliken charge.
Atoms and positions in Å:
C (2.388, -0.497, -2.586)  -0.860
C (2.571, -1.315, -1.335)  0.734
C (2.963, -2.759, -1.502)  -1.151
O (2.407, -0.822, -0.220)  -0.526
H (2.106, 0.525, -2.313)  0.113
H (3.324, -0.464, -3.148)  0.355
H (1.591, -0.928, -3.198)  0.361
H (3.925, -2.826, -2.016)  0.339
H (2.192, -3.290, -2.066)  0.327
H (3.060, -3.225, -0.516)  0.299
C (1.232, 0.104, 4.481)  -1.129
C (0.547, 0.765, 3.315)  0.836
C (0.643, 0.083, 1.976)  -1.020
O (-0.068, 1.822, 3.451)  -0.595
H (1.078, 0.708, 5.382)  0.319
H (0.806, -0.888, 4.649)  0.304
H (2.305, 0.031, 4.289)  0.322
H (0.191, -0.910, 2.032)  0.313
H (1.690, 0.009, 1.672)  0.519
H (0.102, 0.673, 1.229)  0.172
C (-4.359, -1.116, -0.276)  -1.051
C (-3.395, -1.136, 0.880)  0.857
C (-3.076, 0.178, 1.541)  -0.900
O (-2.887, -2.187, 1.270)  -0.570
H (-4.494, -2.135, -0.654)  0.299
H (-5.328, -0.734, 0.054)  0.317
H (-3.959, -0.495, -1.082)  0.267
H (-3.988, 0.618, 1.952)  0.398
H (-2.620, 0.857, 0.816)  0.259
H (-2.367, 0.010, 2.359)  0.119
N (2.615, 2.727, -3.026)  -0.403
C (1.654, 3.536, -3.422)  0.434
O (0.415, 3.873, -4.196)  -0.317
B (-0.744, 3.317, -3.466)  0.599
F (-1.172, 1.896, -3.616)  -0.338
H (-1.347, 3.994, -2.709)  -0.002

Atomic forces in eV per Å
-0.179 0.393 0.311
-0.206 0.627 1.327
0.017 -0.117 0.518
0.334 -0.691 -1.543
0.104 -0.328 -0.046
-0.140 -0.107 -0.112
0.186 -0.068 -0.115
-0.162 -0.062 -0.153
0.179 0.028 -0.138
-0.031 0.123 -0.215
-0.106 0.352 0.383
-0.855 1.212 -0.081
-0.163 0.421 0.063
0.683 -1.169 -0.070
0.019 -0.114 -0.211
0.208 -0.035 -0.103
-0.089 -0.219 -0.029
0.230 -0.075 -0.036
-0.241 -0.212 0.078
0.150 -0.106 0.167
-0.004 -0.511 -0.113
0.704 -1.341 0.567
0.301 -0.245 0.336
-0.631 1.316 -0.513
0.046 0.223 0.104
0.094 0.167 -0.129
-0.169 0.124 0.089
0.059 0.133 -0.179
-0.195 0.093 0.063
-0.169 0.071 -0.202
-8.339 7.734 -3.250
3.858 -6.912 0.245
2.534 -2.038 3.843
0.356 -3.363 -0.849
1.739 4.761 0.153
-0.122 -0.066 -0.160

Values from the calculation:
Electronic energy (eV): -23750.0038
Highest occupied orbital energy (eV): -9.2
Gap between HOMO and LUMO (eV): 8.0